No. 1
DFT (ωB97M-V/def2-TZVPD) results for C2H4N4 in the gas phase in a non-equilibrium geometry.

The geometry in XYZ format:
```
10
Properties=species:S:1:pos:R:3:forces:R:3:lowdin_charge:R:1
C 0.19382 -0.22322 0.19603 -2.52 3.15 -2.29 -0.35
C -0.13027 0.42643 -1.07208 1.32 -1.16 0.20 -0.15
H 1.59223 -1.47895 -0.56852 -1.89 0.76 4.12 0.18
H 2.10456 -0.77643 0.90841 -2.74 -0.60 -0.50 0.12
H 0.32206 0.61548 -2.04941 0.92 -1.25 0.58 0.09
H -1.43161 0.12117 1.95811 2.53 0.38 -3.28 0.23
N 1.15091 -1.18041 0.52036 4.52 -0.48 -3.28 0.00
N -1.28823 1.11427 -1.05838 1.36 -0.60 2.96 -0.01
N -1.62929 1.06215 0.18546 -3.82 1.39 1.05 -0.12
N -0.88418 0.31950 0.98001 0.30 -1.59 0.43 0.01
```
Forces are in eV/Å.

Output
Electronic energy ... -8095.9777 eV
Max |F| ... 5.6 eV/Å
Highest occupied orbital energy ... -8.828 eV
Energy relative to the best compared isomer or geometry (same formula, charge and spin) ... 76.9 kcal/mol
Total charge ... 0
Structure (SMILES) ... Nc1cnn[nH]1
Kohn-Sham gap ... 9.4 eV

No. 2
DFT (ωB97M-V/def2-TZVPD) results for C4H2Cl3P in the gas phase in a non-equilibrium geometry.

The geometry in XYZ format:
```
10
Properties=species:S:1:pos:R:3:forces:R:3:lowdin_charge:R:1
C -0.22156 1.24734 0.07143 -0.21 -0.12 -0.64 -0.19
C -0.09159 0.79138 -1.18840 -0.01 0.01 0.01 -0.31
C 0.01600 0.25003 1.09503 0.20 -1.10 -0.03 -0.81
C 0.38570 -0.95193 0.59864 0.09 0.55 0.07 -0.99
P 0.74772 -0.81153 -1.18833 -0.91 -1.05 0.11 0.70
Cl -0.22782 0.59667 2.75303 0.00 0.03 0.03 0.70
Cl 0.67008 -2.36799 1.49002 0.06 -0.08 0.11 0.64
Cl -0.57409 -2.39865 -1.90869 0.79 1.43 0.45 0.09
H -0.51693 2.24404 0.34837 0.04 0.27 -0.04 0.10
H -0.18751 1.40064 -2.07110 -0.06 0.07 -0.07 0.06
```
Forces are in eV/Å.

Output
Electronic energy ... -51036.0731 eV
Max |F| ... 1.7 eV/Å
Highest occupied orbital energy ... -9.173 eV
Energy relative to the best compared isomer or geometry (same formula, charge and spin) ... 0.0 kcal/mol
Total charge ... 0
Structure (SMILES) ... ClC1=CC=P(Cl)=C1Cl
Kohn-Sham gap ... 8.2 eV